# 1
The following is a DFT calculation (the ωB97M-V functional and the def2-TZVPD basis) of a cluster of 9 separate species, H18O9 in total in a non-equilibrium geometry.

The geometry in XYZ format:
```
27
Properties=species:S:1:pos:R:3:mulliken_charge:R:1
H 1.048 1.395 0.020 0.3289
H 0.687 0.308 -1.130 0.2876
H 5.076 1.502 2.058 0.3110
H 3.737 1.907 2.738 0.3172
H -3.117 0.760 2.678 0.3703
H -2.608 1.450 1.404 0.2891
H -0.374 0.069 0.994 0.3934
H -1.096 0.360 -0.383 0.2178
H 0.557 0.805 -5.004 0.3097
H -0.522 -0.257 -5.391 0.2984
H 1.162 -2.911 -3.686 0.2951
H 1.630 -1.942 -2.570 0.2956
H -1.702 -0.666 -2.583 0.2773
H -2.401 -1.910 -2.733 0.3253
H 1.600 -1.596 1.803 0.3004
H 0.972 -2.796 2.394 0.3026
H -1.584 1.672 4.225 0.3146
H -1.141 1.655 2.767 0.3133
O 1.387 0.615 -0.440 -0.6621
O 4.705 2.044 2.723 -0.6268
O -3.397 1.240 1.886 -0.6305
O -1.251 0.241 0.609 -0.5746
O 0.242 -0.105 -4.918 -0.5938
O 0.842 -2.240 -3.036 -0.5860
O -2.546 -0.974 -2.547 -0.6028
O 1.115 -1.883 2.537 -0.6026
O -1.337 1.087 3.487 -0.6684
```

Orbital gap (eV): 9.88
Lowest unoccupied orbital energy (eV): -0.26
ΔE to the lowest compared entry with this formula, charge and spin (eV): 3.9155
2S+1: 1

# 2
The following is a DFT calculation (the ωB97M-V functional and the def2-TZVPD basis) of a cluster of 2 separate species, ClH2NOS in total in a non-equilibrium geometry.

The geometry in XYZ format:
```
6
Properties=species:S:1:pos:R:3:mulliken_charge:R:1
N 1.082 -0.669 -0.677 -0.5767
O -0.258 1.976 0.714 -0.3452
S -0.811 0.767 0.230 0.5212
Cl -1.355 -0.307 1.875 -0.1268
H 0.923 -0.373 -1.572 0.2607
H 0.419 -1.393 -0.569 0.2668
```

Orbital gap (spin up / spin down) (eV): 8.44 / 9.33
Lowest unoccupied orbital energy (spin up / spin down) (eV): -0.92 / -1.29
ΔE to the lowest compared entry with this formula, charge and spin (eV): 2.1539
2S+1: 1

# 3
The following is a DFT calculation (the ωB97M-V functional and the def2-TZVPD basis) of a structure of composition C55H115KN4O13S4 in a non-equilibrium geometry.

The geometry in XYZ format:
```
192
Properties=species:S:1:pos:R:3:mulliken_charge:R:1
K -23.491 1.188 -13.791 0.9201
C -18.379 -2.286 -8.596 -1.2599
C -19.783 -2.857 -8.900 0.5241
C -20.600 -2.753 -7.680 -1.1994
O -20.299 -2.370 -10.104 -0.9260
H -17.789 -2.327 -9.512 0.3086
H -17.826 -2.836 -7.834 0.3491
H -18.274 -1.265 -8.229 0.3176
H -19.610 -3.931 -8.959 0.0736
H -20.172 -3.162 -6.765 0.3305
H -21.556 -3.241 -7.869 0.2742
H -20.844 -1.693 -7.613 0.2859
C -21.904 5.457 -5.175 -0.4931
C -23.141 6.284 -5.625 -0.6431
C -23.264 6.416 -7.143 -0.7142
S -21.498 6.224 -7.835 1.0320
O -20.940 7.553 -7.900 -0.6184
O -21.515 5.364 -8.975 -0.6224
C -20.834 5.285 -6.348 -0.6839
H -22.330 4.520 -4.818 0.3226
H -21.458 6.031 -4.363 0.2342
H -23.097 7.294 -5.217 0.2730
H -24.092 5.933 -5.226 0.4013
H -23.707 7.303 -7.597 0.4379
H -23.781 5.519 -7.482 0.3123
H -19.769 5.450 -6.184 0.4446
H -20.886 4.273 -6.750 0.3169
C -17.545 -5.984 -17.516 -0.6203
C -16.882 -5.303 -18.767 -0.5033
C -17.481 -3.981 -18.856 -0.7505
S -19.286 -4.354 -18.621 1.0596
O -19.664 -4.951 -19.880 -0.6296
O -20.053 -3.235 -18.123 -0.6610
C -18.983 -5.569 -17.360 -0.6063
H -17.121 -5.669 -16.562 0.2878
H -17.360 -7.056 -17.582 0.3391
H -17.181 -5.855 -19.658 0.3289
H -15.809 -5.259 -18.581 0.3106
H -17.389 -3.384 -19.764 0.4034
H -17.348 -3.337 -17.987 0.3246
H -19.795 -6.288 -17.466 0.3582
H -19.194 -5.000 -16.454 0.3585
C -17.734 4.592 -15.589 -0.6683
C -17.253 3.198 -15.942 -0.4755
C -16.828 2.725 -14.566 -0.7524
S -15.661 3.915 -13.903 1.0224
O -14.399 3.991 -14.673 -0.6142
O -15.706 3.937 -12.468 -0.6082
C -16.806 5.287 -14.551 -0.6244
H -18.731 4.447 -15.175 0.2740
H -17.912 5.121 -16.525 0.3390
H -16.434 3.228 -16.660 0.3329
H -18.118 2.625 -16.273 0.2823
H -16.418 1.720 -14.463 0.4535
H -17.641 2.665 -13.842 0.3301
H -16.245 6.098 -15.016 0.3634
H -17.416 5.783 -13.795 0.3452
C -14.114 -9.866 -10.687 -0.6829
C -14.330 -9.031 -9.421 -0.5814
C -15.693 -9.449 -8.821 -0.7332
S -15.937 -11.261 -9.181 1.0620
O -17.297 -11.381 -9.663 -0.6294
O -15.470 -11.997 -8.032 -0.6223
C -14.720 -11.256 -10.551 -0.5716
H -13.086 -9.895 -11.048 0.3535
H -14.574 -9.308 -11.502 0.2948
H -14.212 -7.956 -9.557 0.3716
H -13.497 -9.367 -8.803 0.2874
H -16.401 -8.994 -9.513 0.3200
H -15.974 -9.303 -7.778 0.4358
H -15.128 -11.660 -11.478 0.3623
H -13.965 -11.980 -10.247 0.3330
C -28.480 -0.169 -11.078 -1.8452
C -29.303 -1.337 -11.681 1.7194
C -30.392 -0.635 -12.502 -1.4551
C -31.066 -1.384 -13.646 -0.7239
C -29.961 -2.015 -14.502 -1.3204
C -29.022 -2.912 -13.683 1.6730
N -28.424 -2.165 -12.563 0.1759
O -27.561 -3.014 -11.842 -0.4838
C -29.824 -4.173 -13.325 -1.6014
C -27.932 -3.274 -14.694 -2.0295
C -30.069 -2.186 -10.613 -1.5617
H -27.750 -0.637 -10.418 0.4601
H -28.980 0.477 -10.357 0.3912
H -27.938 0.538 -11.706 0.3301
H -31.132 -0.166 -11.853 0.3952
H -30.028 0.220 -13.072 0.4143
H -31.678 -0.648 -14.168 0.4320
H -31.896 -1.988 -13.279 0.3866
H -29.346 -1.228 -14.938 0.4082
H -30.310 -2.510 -15.409 0.5083
H -30.638 -3.916 -12.647 0.2928
H -30.185 -4.635 -14.244 0.3782
H -29.293 -4.977 -12.817 0.3596
H -27.374 -2.398 -15.025 0.4410
H -27.177 -3.988 -14.363 0.4325
H -28.310 -3.758 -15.594 0.3857
H -29.505 -3.031 -10.217 0.3134
H -30.979 -2.582 -11.064 0.3764
H -30.372 -1.527 -9.798 0.4167
H -26.678 -2.860 -12.185 0.3331
C -27.350 1.130 3.900 -1.9691
C -26.756 0.054 2.946 1.4818
C -26.902 -1.249 3.575 -1.1383
C -26.471 -2.396 2.671 -0.7182
C -27.381 -2.302 1.440 -1.2851
C -27.403 -1.016 0.583 1.7266
N -27.563 0.051 1.625 0.2053
O -27.658 1.327 1.080 -0.4893
C -26.097 -0.898 -0.211 -1.5127
C -28.650 -1.114 -0.276 -1.9343
C -25.278 0.484 2.872 -1.6982
H -27.104 2.167 3.672 0.3679
H -26.863 0.936 4.856 0.4946
H -28.390 1.010 4.201 0.4390
H -26.252 -1.325 4.447 0.3629
H -27.946 -1.437 3.824 0.3756
H -26.671 -3.333 3.191 0.3780
H -25.398 -2.514 2.518 0.3828
H -28.370 -2.537 1.833 0.3525
H -27.085 -3.143 0.813 0.4663
H -25.936 -0.007 -0.817 0.3356
H -25.284 -0.898 0.515 0.3007
H -25.989 -1.781 -0.841 0.3994
H -28.717 -2.079 -0.777 0.3660
H -29.604 -0.996 0.238 0.4100
H -28.498 -0.334 -1.023 0.4156
H -24.698 -0.332 2.440 0.3468
H -25.010 0.768 3.889 0.4288
H -25.129 1.267 2.129 0.3700
H -28.548 1.625 1.284 0.3387
C -21.161 -11.008 -0.063 -1.4641
C -20.567 -10.218 -1.300 1.0869
C -21.140 -8.761 -1.295 -1.1593
C -20.571 -7.908 -0.173 -0.6028
C -19.096 -7.910 -0.311 -1.2186
C -18.342 -9.272 -0.430 1.6316
N -19.110 -10.151 -1.316 0.3719
O -18.489 -11.407 -1.522 -0.4881
C -16.977 -8.923 -1.068 -2.0143
C -18.143 -9.915 0.970 -1.7646
C -21.181 -11.007 -2.521 -1.7909
H -20.791 -10.783 0.938 0.2392
H -20.802 -12.014 -0.284 0.4050
H -22.229 -11.221 -0.032 0.4308
H -20.978 -8.311 -2.274 0.3930
H -22.180 -8.986 -1.059 0.4328
H -20.847 -8.188 0.844 0.3345
H -20.840 -6.856 -0.264 0.3570
H -18.716 -7.418 0.584 0.3853
H -18.806 -7.297 -1.165 0.4199
H -16.369 -8.276 -0.434 0.3747
H -16.319 -9.785 -1.183 0.4723
H -17.113 -8.575 -2.092 0.4658
H -19.077 -9.925 1.531 0.3541
H -17.705 -10.913 0.973 0.3046
H -17.440 -9.305 1.537 0.4674
H -20.695 -11.982 -2.534 0.4464
H -21.054 -10.529 -3.492 0.3975
H -22.246 -11.237 -2.495 0.3654
H -17.969 -11.184 -2.297 0.3666
C -13.740 3.173 0.874 -1.9344
C -13.954 2.153 -0.318 1.4518
C -13.330 2.779 -1.561 -1.3292
C -13.154 1.820 -2.730 -0.7021
C -12.307 0.617 -2.343 -0.9725
C -12.773 -0.045 -0.971 1.4437
N -13.189 0.955 0.020 0.3293
O -13.663 0.252 1.121 -0.4639
C -13.822 -1.089 -1.331 -1.8742
C -11.525 -0.858 -0.413 -1.9288
C -15.449 1.923 -0.482 -1.6013
H -12.699 3.355 1.141 0.3858
H -14.175 2.822 1.810 0.4670
H -14.393 4.038 0.756 0.4492
H -13.843 3.680 -1.899 0.4244
H -12.383 3.283 -1.369 0.4471
H -12.745 2.292 -3.624 0.4073
H -14.154 1.444 -2.946 0.2439
H -11.250 0.854 -2.219 0.4393
H -12.508 -0.002 -3.217 0.3254
H -14.627 -0.670 -1.935 0.3825
H -13.411 -1.938 -1.877 0.4453
H -14.360 -1.412 -0.440 0.4098
H -11.862 -1.664 0.240 0.4086
H -11.016 -1.313 -1.263 0.4393
H -10.883 -0.140 0.098 0.4531
H -15.790 1.828 -1.513 0.3228
H -15.942 2.744 0.038 0.4193
H -15.811 1.003 -0.023 0.3255
H -12.865 0.458 1.614 0.3857
```

Orbital gap (eV): 2.27
Lowest unoccupied orbital energy (eV): -2.41
2S+1: 1

# 4
The following is a DFT calculation (the ωB97M-V functional and the def2-TZVPD basis) of a structure of composition C23H27Cl5FeN6SSi.

The geometry in XYZ format:
```
64
Properties=species:S:1:pos:R:3:mulliken_charge:R:1
Fe 0.809 -0.012 0.180 0.4385
N 4.585 2.454 -0.444 -0.4400
C 3.464 1.905 0.095 0.4647
S 3.373 0.168 0.169 -0.4682
N 2.559 2.772 0.502 -1.5541
N 1.508 2.124 1.165 1.4500
C 1.762 1.599 2.385 -0.7520
C 1.178 0.438 2.909 1.1148
C 1.316 0.125 4.284 -1.4571
C 0.685 -0.962 4.808 -0.4066
C -0.088 -1.784 3.962 -1.2008
C -0.130 -1.478 2.629 -0.2437
N 0.480 -0.409 2.081 0.9440
H 5.166 1.857 -1.004 0.2383
H 4.567 3.441 -0.641 0.2496
H 2.561 2.088 2.928 0.4446
H 1.915 0.782 4.900 0.4799
H 0.781 -1.197 5.860 0.4064
H -0.602 -2.658 4.333 0.4672
H -0.644 -2.130 1.935 0.4705
Cl 0.909 1.194 -1.915 -0.1181
C 0.125 2.394 -0.888 0.8072
C 0.185 2.165 0.540 -0.7789
C -0.866 2.879 1.253 -0.1247
Cl -1.293 2.367 2.866 -0.0599
C -1.594 3.893 0.674 -0.2837
Cl -2.764 4.778 1.602 -0.1459
C -1.452 4.199 -0.690 0.2843
Cl -2.223 5.571 -1.381 -0.1949
C -0.655 3.347 -1.482 -0.3736
Cl -0.742 3.463 -3.204 -0.1826
C -1.275 -2.811 -0.906 -1.7901
Si 0.550 -2.198 -0.748 0.4926
C 1.421 -3.564 0.219 -1.2883
C 1.226 -2.331 -2.519 0.6859
C 2.395 -1.654 -2.886 -0.1408
C 2.930 -1.770 -4.163 -0.8156
C 2.305 -2.567 -5.111 -0.4301
C 1.148 -3.253 -4.771 -0.6327
C 0.621 -3.136 -3.491 -0.2847
H -1.338 -3.823 -1.312 0.4654
H -1.861 -2.180 -1.588 0.4615
H -1.781 -2.866 0.065 0.5500
H 1.295 -4.525 -0.287 0.3986
H 1.058 -3.664 1.245 0.4096
H 2.491 -3.347 0.268 0.2992
H 2.907 -1.037 -2.152 0.0488
H 3.838 -1.236 -4.416 0.4016
H 2.719 -2.656 -6.107 0.3684
H 0.657 -3.882 -5.503 0.3901
H -0.281 -3.687 -3.256 0.2138
N -4.762 0.731 1.471 -0.5554
C -4.129 1.669 0.543 -0.1378
C -3.147 0.908 -0.338 -0.3511
N -2.308 0.052 0.548 0.5907
H -5.051 1.192 2.322 0.1972
H -2.897 -0.188 1.361 0.6191
H -5.576 0.285 1.067 0.2038
H -3.585 2.410 1.128 -0.0173
H -4.830 2.205 -0.100 0.3921
H -2.502 1.581 -0.899 0.1075
H -3.667 0.247 -1.032 0.4702
H -2.000 -0.806 0.079 -0.0947
H -1.445 0.531 0.857 -0.7027
```

Orbital gap (spin up / spin down) (eV): 5.89 / 6.63
Lowest unoccupied orbital energy (spin up / spin down) (eV): 0.01 / -0.93
ΔE to the lowest compared entry with this formula, charge and spin (eV): 3.3275
2S+1: 5
Expectation value of S²: 6.1521

# 5
The following is a DFT calculation (the ωB97M-V functional and the def2-TZVPD basis) of a structure of composition C5H7N2 in a non-equilibrium geometry.

The geometry in XYZ format:
```
14
Properties=species:S:1:pos:R:3:mulliken_charge:R:1
C 0.349 -0.371 0.934 0.6108
C -0.618 -1.111 0.191 -0.8387
C 1.097 -0.742 2.034 0.1694
C 0.512 0.668 -0.123 -0.9411
C -0.889 0.118 -0.618 0.2250
N 1.656 -0.641 3.044 -0.0937
N -1.172 -0.104 -2.029 -0.2497
H 0.754 2.509 0.831 0.1526
H 1.367 0.492 -0.857 0.2231
H -1.774 0.622 -0.074 0.2597
H 2.212 -0.864 3.842 0.2795
H -1.853 0.537 -2.593 0.3949
H -1.370 -1.152 -2.131 0.4235
H -0.270 0.039 -2.452 0.3846
```

Orbital gap (spin up / spin down) (eV): 7.64 / 7.18
Net charge: +1
Lowest unoccupied orbital energy (spin up / spin down) (eV): -4.51 / -4.44
ΔE to the lowest compared entry with this formula, charge and spin (eV): 10.0657
2S+1: 1

Number 1: M 162.1 u, E -18718.2200 eV. Number 2: M 99.5 u, E -26924.8054 eV. Number 3: M 1207.9 u, E -151128.8849 eV. Number 4: M 680.8 u, E -148938.7373 eV. Number 5: M 95.1 u, E -8262.7115 eV.